Below is 3 unconnected molecules or ions with the total composition C5H12N2 at a distorted geometry, with properties calculated with ωB97M-V/def2-TZVPD.

Element x y z (Å)
H: -2.80 0.97 1.45
N: -1.78 1.02 1.51
C: -1.19 1.01 0.41
C: -1.77 0.91 -0.97
H: -0.11 1.08 0.46
H: -1.36 0.05 -1.48
H: -1.50 1.80 -1.54
H: -2.86 0.84 -0.94
C: -1.58 -1.92 0.59
N: -0.48 -2.19 0.68
H: -2.61 -1.70 0.52
C: 2.25 -0.14 -0.84
C: 2.25 -0.32 0.67
H: 2.17 -1.11 -1.33
H: 3.17 0.34 -1.18
H: 1.42 0.47 -1.16
H: 1.36 -0.83 1.00
H: 3.12 -0.91 0.98
H: 2.31 0.64 1.17

## Properties
structure (SMILES)	[H]/N=C\C.C#N.CC
HOMO level	-9.98	eV
energy relative to the best compared isomer or geometry (same formula, charge and spin)	1.855	eV
LUMO energy	0.02971	Eh
orbital gap	10.792	eV

Atom charges from the natural (NBO) analysis, given in e for atoms 1 to 5: atom 1 (H): 0.318, atom 2 (N): -0.618, atom 3 (C): 0.154, atom 4 (C): -0.701, atom 5 (H): 0.171